One molecule with the formula C12H18BrN2O4P at a distorted geometry, computed with ωB97M-V/def2-TZVPD.

Geometry as XYZ:
```
38
Properties=species:S:1:pos:R:3:forces:R:3
C 0.50833 1.49275 -0.89064 -1.90 -4.02 -1.32
C -0.21264 2.93052 -0.57405 0.73 0.33 -0.35
Br 4.30564 -0.65220 0.58721 -2.11 0.60 -1.32
C 2.14215 1.19233 -0.69617 1.69 4.91 -0.15
C 0.25004 2.36929 2.09648 -0.98 -0.29 0.35
H 2.15773 -5.15640 -2.14492 -0.98 2.04 0.29
C 2.62209 -0.38057 -0.45495 -1.99 -2.66 -1.35
N 3.86725 -3.72545 -0.78179 -2.76 0.13 1.61
C 1.83183 -1.55193 -0.97621 0.00 3.96 0.21
H 1.16350 -3.17742 1.26651 0.50 -1.11 -1.02
C -3.70288 0.10138 0.22948 0.27 0.07 -0.78
O -0.16411 -1.90005 -2.70628 3.78 4.31 5.94
H 0.57071 3.79022 -0.82663 -1.62 -2.04 0.37
H -2.05478 0.07496 -2.61325 0.81 0.36 1.78
H -3.24532 0.99482 0.83897 -0.99 -1.69 -1.28
C -0.29700 0.31063 -1.40088 1.76 1.99 0.93
C -0.66233 3.15735 0.98551 -0.01 0.79 0.42
H -2.99688 -1.53571 -1.25995 1.09 2.02 1.21
O 2.97324 2.24776 -0.71029 -4.86 -7.13 0.28
P 2.28499 -3.39217 -0.75417 1.06 -2.85 -0.50
C -0.39889 0.87125 2.35167 0.21 0.43 0.35
C 0.42698 -1.14849 -1.77506 -2.19 -1.71 -3.32
O 1.45263 -3.94478 0.69123 0.73 2.38 -2.01
C -2.51396 -0.62720 -0.65812 -0.74 -1.25 0.96
H 0.41279 0.14642 2.80495 -1.65 1.32 -1.05
H 4.07546 -4.19483 0.13970 -0.02 0.70 -1.16
N -1.81041 0.34969 -1.61436 1.81 -1.17 0.23
H -4.51880 0.47626 -0.53761 1.66 -0.54 1.72
H -1.75070 -1.13265 0.10641 -1.45 1.19 -1.74
H -1.82304 2.90700 1.08630 2.60 0.37 -0.03
H -4.22055 -0.63946 0.97358 1.14 1.27 -1.47
H -0.53987 4.32123 1.22063 -0.40 -2.49 -0.70
H -1.17123 3.05989 -1.27023 2.31 -0.53 1.46
H -1.27376 0.94796 3.14908 1.77 -0.14 -1.80
O 1.57615 -4.31762 -2.09503 1.67 0.92 2.83
H 1.36213 2.30849 1.73788 -2.11 0.14 0.71
H 0.20192 2.94869 3.13892 0.27 -1.16 -2.41
H -0.82841 0.47807 1.33609 0.91 0.54 2.10
```
Positions in Å, forces in eV/Å.

## Properties
LUMO level   -2.3 eV
Structure (SMILES)   CCCCC1=C(NCC)C(=O)C(P(=N)(O)O)=C(Br)C1=O
Energy above the lowest of the compared OMol25 structures with the same formula, charge and spin   209.97 kcal/mol
Kohn-Sham gap   6.88 eV

A 4-piece molecular cluster, C12H18Cl3F6NO5 overall at a distorted geometry, computed with ωB97M-V/def2-TZVPD.

Geometry as XYZ:
```
45
Properties=species:S:1:pos:R:3:forces:R:3
O -13.30517 -1.47531 -9.65616 3.07 -2.06 -3.19
C -12.61937 -1.94956 -10.60260 -3.02 -0.23 3.40
H -11.30308 -4.86475 -10.02546 0.34 0.14 0.45
H -12.70066 -4.24701 -9.11149 -0.47 0.01 -0.77
H -12.83799 3.56446 -4.12967 0.08 -0.09 0.09
H -12.32276 2.65337 -1.94975 0.14 0.32 0.25
F -0.81023 -1.06158 -6.71580 0.45 0.58 -0.26
H 4.83893 0.89457 -4.29147 -0.12 -0.02 0.48
H 2.89941 1.38682 -5.51907 -0.24 -0.18 0.22
F -13.80811 -2.27956 -12.72057 1.07 1.28 1.46
H -10.87691 3.52052 -1.18344 -0.78 -0.04 0.60
H -10.02804 -2.98185 -8.56249 -0.24 0.31 -0.05
C -12.94308 -1.43693 -12.03330 -0.32 0.95 -1.41
Cl -5.80446 0.61832 -8.74563 -0.03 0.04 0.16
C 4.26333 0.00920 -4.56151 -0.10 0.05 -0.16
C 0.33757 -1.65198 -6.32679 -1.59 0.23 1.07
C -11.72951 -3.99000 -9.53445 -0.20 1.16 0.85
H -12.64309 4.98003 -3.08336 0.51 -0.49 0.94
O -11.78346 -3.03766 -10.60439 -1.79 2.25 -1.44
C -11.25749 2.88210 -1.98073 0.93 -0.63 1.12
H 5.00281 -0.71527 -4.90269 -0.29 -0.37 0.32
O -9.40167 3.99873 -4.78195 -0.10 -1.28 2.06
C -12.11578 4.27248 -3.72320 1.67 0.18 -1.71
C 1.27279 -0.65399 -5.62328 -1.60 1.70 3.82
C -7.34311 1.34446 -9.18588 -0.20 0.63 0.36
C 3.40717 0.43994 -5.70266 0.02 0.83 -0.82
H 4.03480 0.59072 -6.58099 -0.18 -0.05 -0.12
Cl -8.29084 0.26625 -10.15412 -0.39 -0.61 -0.66
H 3.58946 -0.33512 -3.77701 0.58 -0.06 0.34
F -0.03490 -2.57558 -5.46288 -0.26 -0.64 1.75
H -10.73496 1.93554 -1.84254 0.07 -0.13 -0.25
H -11.77206 4.91450 -4.53423 0.07 -0.29 -0.24
C -9.72048 3.44406 -3.69647 2.34 2.10 -4.04
F 0.81933 -2.33028 -7.30219 1.51 -0.30 -2.48
H -10.92224 -4.19455 -7.67462 0.26 0.07 0.47
H -11.70681 -2.65148 -7.85083 0.33 0.26 -0.31
O 0.87332 -0.10209 -4.58418 0.83 -1.16 -2.66
F -13.50822 -0.14770 -12.03046 1.11 -2.82 0.17
N -10.90866 3.53288 -3.20158 -4.80 0.51 1.26
O 2.44387 -0.53933 -6.13552 0.97 -0.61 -1.50
Cl -7.09505 2.89531 -10.01285 0.03 -0.13 0.07
H -7.96723 1.54243 -8.31446 0.57 0.06 0.09
H -8.99024 2.90639 -3.07207 -0.13 -0.17 -0.10
F -11.81004 -1.39832 -12.74872 -0.49 0.27 0.12
C -11.03304 -3.34708 -8.35109 0.37 -1.56 0.27
```
Positions in Å, forces in eV/Å.

## Properties
LUMO level   0.4 eV
Structure (SMILES)   CCOC(=O)C(F)(F)F.CCOC(=O)C(F)(F)F.ClC(Cl)Cl.CN(C)C=O
Kohn-Sham gap   9.82 eV

C12H18F6MgN6P as an isolated structure at a distorted geometry, computed with ωB97M-V/def2-TZVPD.

Geometry as XYZ:
```
44
Properties=species:S:1:pos:R:3:forces:R:3
H -9.15729 -2.41377 4.38835 0.21 0.36 -0.20
H 4.20237 -6.48981 -1.55586 0.35 -0.11 -0.42
C -4.42672 -1.44530 -5.81374 -0.11 1.75 1.20
H -3.77078 -2.09753 -7.73166 0.40 -0.44 0.23
Mg -4.68183 2.62235 -0.36034 0.58 -0.32 0.08
F 0.27616 -2.07843 -0.01964 0.58 1.60 -0.36
P 0.88102 -0.55797 -0.07334 0.93 0.70 -0.12
F 1.40946 1.00400 -0.13212 -0.26 0.12 0.30
N -4.54107 -0.53504 -5.06619 0.34 -3.17 -2.41
H 1.26299 7.45291 -3.75465 0.19 -0.06 -0.09
C -4.26200 -2.54852 -6.86945 -1.16 1.23 1.26
H -8.80911 -3.65051 3.19684 -0.24 -0.11 0.03
H 8.54581 -0.41707 1.32041 0.06 0.09 0.19
C 9.22527 1.51285 1.93124 -0.26 1.46 -0.35
H 8.20342 0.09795 3.03257 -0.34 -0.09 -0.29
C 1.26461 6.38020 -3.94803 0.76 0.03 0.14
H -3.86628 -3.46626 -6.43440 0.68 0.42 -0.14
N -3.23883 4.21864 4.45349 0.62 0.82 2.39
C -9.12332 -2.61376 3.31739 0.30 -0.46 -0.41
H 5.19724 -5.86820 -0.27546 0.08 -0.66 0.43
H -2.05366 5.68175 7.01169 0.15 -0.12 0.13
N -7.45932 -1.15959 1.93554 0.75 0.62 -0.62
C 5.23989 -6.34468 -1.25488 0.49 0.94 0.31
H 5.78187 -5.56251 -1.78645 -0.50 -0.02 -0.71
H 9.81091 -0.32174 2.61971 0.05 -0.36 -0.35
C -8.15851 -1.81737 2.54961 -0.99 -0.21 1.03
H 1.38305 6.19365 -5.01540 -0.98 -0.01 -0.06
H -1.62592 3.93408 7.10846 0.07 0.16 -0.10
N 6.73668 -8.45102 -1.28843 1.59 -2.13 -0.12
C -2.41417 4.65871 6.90432 -0.12 0.27 0.10
C 0.12142 5.80053 -3.25073 0.19 -0.11 -0.72
H -3.20991 4.49716 7.63151 -0.07 0.02 -0.14
F 1.12825 -0.53219 1.54740 -0.69 -0.19 -0.96
N 9.39725 2.64655 1.77280 -0.03 -1.27 0.11
N -0.78807 5.36933 -2.70395 -0.27 -0.11 0.21
C -2.90218 4.48396 5.54291 -0.72 -1.20 -2.55
F 2.39212 -1.00955 -0.29343 0.17 -0.89 0.55
F 0.84638 -0.43968 -1.73192 -1.47 -0.48 0.87
C 6.08995 -7.52767 -1.30645 -2.02 2.00 0.52
F -0.63491 0.08245 0.10994 0.36 -0.66 -0.30
H 2.19239 5.93161 -3.59292 -0.06 0.17 0.61
H -5.25696 -2.85232 -7.19481 -0.17 0.30 -0.01
H -10.11370 -2.48549 2.88059 0.05 -0.03 0.07
C 8.90605 0.11730 2.19950 0.51 0.18 0.68
```
Positions in Å, forces in eV/Å.

## Properties
LUMO level   -10.9 eV
Total charge   +1
Energy above the lowest of the compared OMol25 structures with the same formula, charge and spin   334.76 kcal/mol
Kohn-Sham gap   1.49 eV

C12H18F9Ni2O9 as an isolated structure at a distorted geometry, computed with ωB97M-V/def2-TZVPD.

Geometry as XYZ:
```
50
Properties=species:S:1:pos:R:3:forces:R:3
H 20.40176 0.72492 -3.52234 0.13 -0.68 -0.91
H 14.76730 -1.46145 -8.27969 -0.07 0.00 0.24
O 20.53311 -3.09997 -6.96413 -0.01 -1.52 -2.95
C 18.17135 -2.32483 -4.07170 3.73 -1.18 2.66
H 21.59656 -5.58064 -6.13256 -0.25 0.37 0.26
O 22.28790 -2.21102 -4.10362 1.00 0.26 1.06
F 19.97624 -3.64901 -10.37241 0.61 0.47 0.27
H 17.03673 -1.16197 -9.21170 0.34 0.40 -0.05
C 20.07904 -4.44407 -2.29022 0.62 -0.23 -0.95
H 14.91323 0.27304 -8.56079 0.28 0.00 0.00
C 20.80606 -6.29696 -6.35639 0.57 0.19 0.42
H 20.15659 -2.28867 -1.94099 -0.20 0.36 -1.10
H 20.66471 -4.57153 -3.20063 -0.38 0.35 -0.49
F 20.52598 -1.76554 -9.38199 0.21 -1.00 -0.21
H 17.21200 -1.54035 -7.48445 -0.05 -0.05 -0.22
H 20.85699 -4.63342 -1.55061 -0.05 0.74 0.54
C 16.76666 -1.90672 -4.55643 -0.65 -1.26 -0.28
H 18.85076 -6.45418 -7.13752 0.02 0.24 -0.98
H 19.11415 -3.20823 -1.01730 -0.81 0.43 -0.05
C 20.40696 -3.70492 -8.05180 -1.45 -1.08 3.91
C 19.18042 2.02119 -7.06651 0.32 -0.67 0.60
Ni 22.83554 -0.30464 -3.85028 -1.79 -1.21 -2.30
H 20.55703 -6.83306 -5.44059 -0.02 -0.04 -0.05
H 21.31899 -6.97334 -7.04014 -0.51 -0.28 -0.16
F 21.98669 -3.38729 -9.53133 1.37 0.10 -1.15
F 16.82711 -0.79790 -5.20742 0.59 2.54 -0.34
H 15.21074 -0.35872 -6.91470 -0.50 -0.03 -0.17
O 19.19018 -2.34040 -4.76832 -2.79 0.25 1.13
O 22.78321 -0.41313 -5.94283 0.26 0.51 1.53
C 15.30630 -0.56227 -7.98126 1.38 -0.47 -0.05
H 22.54622 -2.97162 -3.54748 -0.52 0.70 -0.68
C 16.84109 -0.80653 -8.20002 -1.79 -0.65 0.49
H 19.50704 -5.36497 -2.17679 -0.82 0.45 -0.15
F 16.40612 -2.79247 -5.51900 -0.30 -0.71 0.99
F 15.83567 -1.77455 -3.60404 0.80 -0.73 -0.52
F 18.59447 2.73572 -8.02259 0.75 0.21 0.71
O 19.99956 -5.00991 -8.17384 0.31 2.59 -0.89
O 17.44919 0.44080 -7.92927 2.79 2.24 1.46
C 18.60976 0.54558 -7.19441 0.20 -3.73 -1.27
C 20.71812 -3.10668 -9.39986 -1.18 0.68 0.25
O 18.19896 -2.69213 -2.72876 -1.00 0.81 -3.04
O 19.24041 -0.47870 -6.85140 -1.15 3.04 -0.21
Ni 21.03476 -1.39015 -5.40012 -0.71 -0.23 -1.23
C 19.39765 -3.06200 -2.05958 1.40 -1.84 1.96
C 19.58121 -5.66070 -6.97958 0.40 -0.30 1.22
H 19.06605 -4.90607 -6.38524 0.32 -0.08 0.43
F 18.95935 2.54578 -5.83338 -0.42 -0.36 -1.07
F 20.53861 2.00342 -7.18384 -1.58 -0.08 -0.49
H 23.48206 -0.12267 -6.56071 -0.88 -0.40 0.49
O 20.79467 -0.03611 -3.99243 1.50 0.87 1.35
```
Positions in Å, forces in eV/Å.

## Properties
LUMO level (alpha / beta)   -4.3 / -4.3 eV
<S²>   6.01
Total charge   +1
Energy above the lowest of the compared OMol25 structures with the same formula, charge and spin   65.32 kcal/mol
Spin multiplicity   5
Kohn-Sham gap (alpha / beta)   9.04 / 8.84 eV

no.,molar mass (g/mol)
1,365.2
2,476.6
3,415.6
4,594.6